Record 1
The molecule C10H11F6NO2 in a non-equilibrium geometry. Source: OMol25; level of theory: ωB97M-V/def2-TZVPD.

Structure (ORCA input):
```
! wB97M-V def2-TZVPD RIJCOSX def2/J DEFGRID3
* xyz 0 1
O 0.61316 3.26306 -0.99609
N 0.76322 2.82688 0.33057
C 0.09824 1.72195 0.46683
C -0.06708 1.46297 2.01603
C -1.31949 2.21100 2.31078
C -2.42365 1.27904 1.76382
C -1.54402 0.23468 0.95504
C -0.38080 -0.00407 1.99734
C -0.88648 0.88155 -0.31108
C -0.36443 -0.06904 -1.38967
O 0.50311 0.72745 -2.19685
C -1.54399 -0.61147 -2.21662
F -1.51284 -1.81023 -2.77868
F -1.72306 0.35216 -3.20276
F -2.60511 -0.70089 -1.46716
C 0.54154 -1.27366 -0.93252
F 1.07014 -1.80097 -2.06661
F -0.06504 -2.28324 -0.27407
F 1.66634 -0.92097 -0.11429
H 1.52778 3.70532 -1.25285
H 0.71563 1.64450 2.74524
H -1.37350 3.34048 2.10468
H -1.30826 2.21300 3.42293
H -3.14066 0.85601 2.48562
H -3.06408 1.79586 1.02676
H -2.09319 -0.69741 0.74164
H 0.24926 -0.63974 1.57271
H -0.76393 -0.51714 2.93093
H -1.58403 1.54410 -0.82054
H 0.62201 0.39862 -3.10538
*
```

Output
Maximum force ... 5.449 eV/A
Energy ... -1191.98032 Eh
M ... 291.191 g mol⁻¹

Record 2
A structure of composition C10H11FeN4O2S4Sb in a non-equilibrium geometry. Source: OMol25; level of theory: ωB97M-V/def2-TZVPD.

Structure (ORCA input):
```
! wB97M-V def2-TZVPD RIJCOSX def2/J DEFGRID3
* xyz -2 5
Fe 0.13837 0.05641 -0.02896
S -1.66703 -2.10572 -3.52397
Sb 0.35958 -1.24782 -2.87204
S 0.03274 1.03206 -2.04757
S 1.07229 -1.89386 -0.65748
S 2.00532 -1.47871 -4.44600
C -2.21652 3.35927 2.16790
C -1.56895 2.03794 1.87074
N -1.57632 1.52223 0.70435
O -2.24078 2.26083 -0.28329
C 0.32032 0.46326 2.46966
C 1.16975 -0.07679 3.62082
N -0.25156 -0.62057 1.67515
O -0.46176 -1.74598 2.23276
H -3.03471 3.52916 1.46939
H -1.48021 4.15151 2.03025
H -2.57387 3.39391 3.19460
H -1.93867 1.84549 -1.11656
H 1.72551 0.73150 4.08373
H 1.86644 -0.80765 3.21224
H 0.53375 -0.56625 4.35255
N -1.89047 2.09210 6.26461
C -1.25654 2.13263 5.29571
C -0.51170 2.19652 4.13088
C 0.55430 3.06369 4.02927
C 1.42915 3.20222 2.95305
C 1.57387 2.40139 1.81715
N 1.12102 1.20988 1.51692
C -0.90684 1.29098 3.00472
H 0.70652 3.73532 4.87165
H 2.09283 4.05971 2.99635
H 2.23550 2.80513 1.05076
H -1.62990 0.54833 3.37373
*
```

Output
Maximum force ... 2.578 eV/A
Energy ... -3853.89278 Eh
M ... 525.097 g mol⁻¹

Record 3
The molecule C10H11I2NO3 in a non-equilibrium geometry. Source: OMol25; level of theory: ωB97M-V/def2-TZVPD.

Structure (ORCA input):
```
! wB97M-V def2-TZVPD RIJCOSX def2/J DEFGRID3
* xyz 0 1
C -0.24270 -2.13311 -3.20500
C 0.90931 -1.56332 -2.41776
C 0.74149 -0.05857 -2.19842
O -0.33797 0.13873 -1.26042
C -0.56001 1.40632 -0.90583
O -0.07878 2.39851 -1.42705
C -1.49535 1.58992 0.28125
N -0.88410 1.10349 1.54504
C 0.20762 1.81048 2.06502
C 1.02136 1.33908 3.07200
I 2.75258 2.64249 3.80397
C 0.76749 0.00197 3.62540
O 1.27352 -0.39144 4.66933
C -0.27893 -0.79659 2.90308
I -0.63944 -2.97306 3.51870
C -1.03871 -0.24778 1.90279
H -0.42575 -1.64404 -4.15094
H -1.11020 -1.98552 -2.59984
H -0.14075 -3.19172 -3.38834
H 1.06816 -2.07213 -1.41949
H 1.79741 -1.76330 -3.01380
H 0.54167 0.39188 -3.15794
H 1.65376 0.41300 -1.80919
H -2.45088 1.05246 0.07532
H -1.75901 2.65724 0.41820
H 0.46016 2.77328 1.68398
H -1.75192 -0.89828 1.38994
*
```

Output
Maximum force ... 2.678 eV/A
Energy ... -1263.47492 Eh
M ... 447.010 g mol⁻¹

Record 4
The molecule C10H11N in a non-equilibrium geometry. Source: OMol25; level of theory: ωB97M-V/def2-TZVPD.

Structure (ORCA input):
```
! wB97M-V def2-TZVPD RIJCOSX def2/J DEFGRID3
* xyz 0 1
C 3.27325 -1.71762 -0.16457
C 2.02626 -1.10677 -0.24536
C 1.01301 -0.16697 -0.35371
C 1.44417 1.35581 -0.34802
N 1.25680 2.16817 0.72171
C -0.47979 -0.14187 -0.16037
C -1.36352 0.91625 -0.38957
C -2.66582 0.68211 -0.37579
C -3.13673 -0.49046 -0.05418
C -2.26051 -1.54669 0.35175
C -0.90671 -1.28636 0.41812
H 3.54031 -2.10817 -1.05505
H 3.97459 -1.93441 0.69197
H 1.04963 1.89156 -1.24054
H 2.56699 1.26241 -0.60943
H 2.01576 2.27290 1.64080
H 0.37122 1.96298 1.07330
H -0.87437 1.78173 -0.70202
H -3.61615 1.33268 -0.53628
H -4.36486 -0.55777 -0.26337
H -2.66975 -2.54104 0.65573
H -0.19377 -2.02846 0.94488
*
```

Output
Maximum force ... 7.139 eV/A
Energy ... -442.19909 Eh
M ... 145.205 g mol⁻¹

Record 5
The molecule C10H11N in a non-equilibrium geometry. Source: OMol25; level of theory: ωB97M-V/def2-TZVPD.

Structure (ORCA input):
```
! wB97M-V def2-TZVPD RIJCOSX def2/J DEFGRID3
* xyz 0 1
C 1.76990 0.85603 -0.17917
C -0.21104 1.98423 -0.30344
C 3.14452 0.47329 -0.00191
C 4.22590 1.11212 0.29182
C -2.74561 0.73086 -0.48605
C -1.71634 0.23534 0.17300
C 2.84239 -0.92660 -0.58643
C 1.38075 -0.49014 -0.86764
C 0.66413 -0.02945 0.41025
C -4.00466 0.02019 -0.39962
N -0.40529 0.73239 0.13974
H 5.20511 0.69762 0.47544
H 4.18636 2.22479 0.33086
H -2.53446 1.51520 -1.28621
H -2.04216 -0.45434 0.90196
H 3.48035 -0.96727 -1.49466
H 3.05640 -1.73422 0.08700
H 0.81877 -0.87042 -1.69991
H 0.74913 -0.69361 1.23247
H -4.05133 -1.02138 -0.68555
H -4.06713 -0.03312 0.75376
H -4.70106 0.67124 -0.90095
*
```

Output
Maximum force ... 5.698 eV/A
Energy ... -442.05037 Eh
M ... 145.205 g mol⁻¹

Record 6
The ion C10H11N2 with charge +1 in a non-equilibrium geometry. Source: OMol25; level of theory: ωB97M-V/def2-TZVPD.

Structure (ORCA input):
```
! wB97M-V def2-TZVPD RIJCOSX def2/J DEFGRID3
* xyz 1 1
H -2.46735 3.08546 -0.41209
N -1.82067 2.35740 -0.14060
C -0.65222 2.81547 -0.02359
N 0.54109 2.10487 0.17690
C 1.06618 0.85225 0.07556
C 2.48029 0.87008 -0.04618
C 3.21594 -0.32160 -0.14585
C 2.61458 -1.60406 0.07985
C 1.25651 -1.67269 -0.00072
C 0.46800 -0.50677 -0.02922
C -0.90947 -0.62026 -0.09601
C -1.73072 -1.74541 0.03484
C -3.08027 -1.75814 0.04449
H -0.50411 3.85683 -0.03829
H 1.26466 2.76850 0.43706
H 2.85184 1.88744 -0.21136
H 4.29368 -0.43198 -0.31994
H 3.09563 -2.55620 0.20293
H 0.85464 -2.59946 -0.09554
H -1.58524 0.22685 -0.25768
H -1.34231 -2.73907 0.16718
H -3.49399 -2.70168 0.29852
H -3.51455 -0.85574 -0.37888
*
```

Output
Maximum force ... 3.271 eV/A
Energy ... -496.82461 Eh
M ... 159.212 g mol⁻¹

Record 7
The molecule C10H11N3 in a non-equilibrium geometry. Source: OMol25; level of theory: ωB97M-V/def2-TZVPD.

Structure (ORCA input):
```
! wB97M-V def2-TZVPD RIJCOSX def2/J DEFGRID3
* xyz 0 1
C 0.71084 -1.60865 -0.41210
C -0.62909 -1.74228 -0.28755
C -1.72156 -0.75830 -0.09268
C -1.60183 0.60563 -0.30208
C -2.67296 1.47516 -0.16489
C -3.94890 0.97208 0.17177
C -4.06077 -0.43090 0.24098
N -3.00973 -1.25531 0.10310
C 1.70675 -0.51029 -0.32636
N 1.54446 0.77074 -0.54524
C 2.86047 1.32779 -0.22299
C 3.63882 0.27687 0.61082
N 2.94154 -0.96277 0.15930
H 1.19652 -2.53402 -0.50439
H -1.14069 -2.67037 -0.37192
H -0.63371 0.95358 -0.56579
H -2.59591 2.53586 -0.14923
H -4.71049 1.71284 0.30951
H -5.09945 -0.88934 0.37540
H 3.39987 1.33058 -1.14936
H 2.71541 2.33148 0.25747
H 4.67650 0.36147 0.33972
H 3.45870 0.39213 1.74309
H 2.97520 -1.68397 0.78340
*
```

Output
Maximum force ... 4.437 eV/A
Energy ... -551.86589 Eh
M ... 173.219 g mol⁻¹

Record 8
The molecule C10H11N3O2 in a non-equilibrium geometry. Source: OMol25; level of theory: ωB97M-V/def2-TZVPD.

Structure (ORCA input):
```
! wB97M-V def2-TZVPD RIJCOSX def2/J DEFGRID3
* xyz 0 1
C 2.17271 2.46953 0.26205
C 0.86326 2.72712 -0.15689
C 2.59507 1.17987 0.42037
C -0.00610 1.68403 -0.41822
C 1.71901 0.08196 0.18015
C 0.39538 0.36423 -0.28799
C 1.14780 -2.31055 0.39641
C 0.12690 -2.09780 -0.72378
C 2.13678 -1.21202 0.44726
C -0.57338 -0.73574 -0.65223
N -3.58531 -0.09063 0.94079
N -1.62714 -0.69928 0.33699
N -2.71621 -0.09807 -0.02722
O -2.91280 0.40998 -1.13896
O -4.77479 0.48102 0.53064
H 2.84360 3.29278 0.45762
H 0.53438 3.74541 -0.29706
H 3.59487 0.96383 0.76623
H -1.00428 1.89713 -0.77108
H 0.60282 -2.31807 1.34903
H 1.63435 -3.28143 0.29103
H 0.64372 -2.15180 -1.68358
H -0.62476 -2.88539 -0.69012
H 3.14388 -1.40454 0.78193
H -1.00846 -0.50689 -1.64078
H -5.32132 0.49531 1.32742
*
```

Output
Maximum force ... 2.952 eV/A
Energy ... -702.17822 Eh
M ... 205.217 g mol⁻¹

maximum force of number 8 (C10H11N3O2)?
2.952 eV/A